1.
C5H4O2 in the gas phase, computed with ωB97M-V/def2-TZVPD.

Calculated values
Structure (SMILES): O=C1C=CCC1=O
Maximum force: 0.0121 Eh/bohr
HOMO level: -9.4301 eV
Energy relative to the best compared isomer or geometry (same formula, charge and spin): 47.27 kJ/mol
Lowest unoccupied orbital energy: -0.653 eV

```
! wB97M-V def2-TZVPD RIJCOSX def2/J DEFGRID3
* xyz 0 1
O 2.1064 -1.4847 -0.1215
C 1.1613 -0.7359 -0.0806
C 1.1246 0.7295 0.1113
C -0.1426 1.1614 0.1585
C -1.1731 0.0680 0.0183
C -0.3223 -1.1715 -0.2182
O -0.6937 -2.2854 -0.4750
H 2.0170 1.3388 0.1956
H -0.4309 2.2011 0.2883
H -1.7718 -0.0571 0.9290
H -1.8751 0.2356 -0.8058
*
```

Atom charges from the Löwdin analysis, given in e for atoms 1 to 6: O 0.128; C -0.324; C -0.002; C -0.043; C -0.094; C -0.304

2.
10 unconnected molecules or ions with the total composition C4H27NO11S, computed with ωB97M-V/def2-TZVPD.

Calculated values
Structure (SMILES): O=C(O)NCCCS.O.O.O.O.O.O.O.O.O
Maximum force: 0.1301 Eh/bohr
HOMO level: -9.0884 eV
Energy relative to the best compared isomer or geometry (same formula, charge and spin): 521.64 kJ/mol
Lowest unoccupied orbital energy: -0.134 eV

```
! wB97M-V def2-TZVPD RIJCOSX def2/J DEFGRID3
* xyz 0 1
O 1.0615 1.6603 -3.1441
C 0.2586 1.5036 -2.2404
O 0.8478 1.5979 -1.0019
N -1.0760 1.2299 -2.3789
C -1.9301 0.9225 -1.1597
C -1.9052 -0.7017 -0.7598
C -1.5082 -1.4357 -1.9999
S -1.5758 -3.1930 -1.3500
H 0.2902 1.1925 -0.1125
H -1.3299 1.2262 -3.3703
H -2.9227 1.1563 -1.4325
H -1.4947 1.4399 -0.2249
H -1.3805 -0.7613 0.1417
H -2.9917 -0.8607 -0.5187
H -2.3023 -1.2780 -2.9002
H -0.4644 -1.0142 -2.2219
H -2.7336 -3.1678 -0.5107
O 0.5386 0.6916 4.3540
H 1.5097 0.8560 4.1768
H 0.4051 -0.1800 3.8811
O -0.3486 1.5607 2.2898
H 0.1476 2.3107 2.6192
H -0.5634 1.0427 3.0767
O 1.8792 -2.8785 -1.9717
H 2.7977 -2.4041 -2.1435
H 1.5839 -2.4745 -2.7899
O 3.5915 -0.5989 -1.6036
H 3.6932 -0.8811 -0.7823
H 3.3706 0.3110 -1.8006
O -1.8016 -2.2407 1.6276
H -1.2372 -2.4296 2.4402
H -1.1504 -2.0035 0.9733
O 0.8954 -2.1728 0.7493
H 1.2429 -2.3801 -0.2400
H 1.4277 -2.8613 1.0443
O 0.9673 4.0488 0.4524
H 1.6020 3.9217 -0.2754
H 0.2496 3.7153 0.0311
O -2.9428 2.8825 1.3911
H -2.4414 3.3287 0.6744
H -2.1928 2.5927 1.9745
O 2.6859 -0.9305 2.0778
H 1.9644 -1.4886 1.6017
H 3.2826 -0.8548 1.3564
*
```

Atom charges from the Löwdin analysis, given in e for atoms 1 to 6: O 0.055; C -0.630; O 0.005; N 0.054; C -0.093; C -0.311

3.
A gas-phase ion, C5H6N (charge +1), computed with ωB97M-V/def2-TZVPD.

Calculated values
Maximum force: 0.1149 Eh/bohr
HOMO level (spin up / spin down): -13.9980 / -14.0242 eV
Energy relative to the best compared isomer or geometry (same formula, charge and spin): 779.99 kJ/mol
Lowest unoccupied orbital energy (spin up / spin down): -6.651 / -6.643 eV

```
! wB97M-V def2-TZVPD RIJCOSX def2/J DEFGRID3
* xyz 1 1
C 1.6130 0.0152 -0.0783
C 1.0805 -1.1967 0.1327
C -0.8957 0.9203 0.2861
C 1.6394 1.2729 -0.1471
C -0.9059 -0.2002 -0.3593
N -0.3624 -1.4211 0.1033
H -0.4514 0.7972 1.2327
H -1.2062 1.7515 -0.2033
H 1.9852 2.2615 -0.0035
H -1.3657 -0.2309 -1.4139
H -0.6085 -2.2326 -0.6598
H -0.5223 -1.7371 1.1103
*
```

Atom charges from the Löwdin analysis, given in e for atoms 1 to 6: C -0.089; C 0.062; C 0.041; C 0.273; C -0.235; N 0.033

4.
A molecular structure, C47H27Cl2IN5O9Pm, computed with ωB97M-V/def2-TZVPD.

Calculated values
Maximum force: 0.0401 Eh/bohr
<S²>: 6.0034
HOMO level (spin up / spin down): -2.0379 / -2.0446 eV
Lowest unoccupied orbital energy (spin up / spin down): 3.774 / 3.774 eV

```
! wB97M-V def2-TZVPD RIJCOSX def2/J DEFGRID3
* xyz -2 5
Pm -0.4041 -0.3209 0.1346
C -4.1548 -0.1700 -0.0738
O -3.0327 0.5688 0.3687
C -3.2255 1.8572 0.7366
C -4.4254 2.5296 0.5405
C -4.5803 3.8398 0.9684
C -3.5346 4.4844 1.6068
C -2.3359 3.8216 1.8041
C -2.1460 2.5089 1.3697
N -0.9476 1.7818 1.5629
N -0.0796 2.4604 2.1976
C 1.0825 1.9396 2.6453
C 1.3907 0.5371 2.6728
O 0.6487 -0.3460 2.1771
C 2.5901 0.1335 3.3796
C 3.4327 1.0269 3.9362
C 3.1727 2.4330 3.8835
C 4.0663 3.3585 4.4495
C 3.8087 4.7064 4.4102
C 2.6301 5.1604 3.8021
C 1.7462 4.2728 3.2381
C 1.9905 2.8840 3.2545
H -3.8143 -1.1960 -0.1802
H -4.5149 0.1923 -1.0413
H -4.9638 -0.1228 0.6610
H -5.2439 2.0442 0.0293
H -5.5203 4.3490 0.7947
H -3.6528 5.5052 1.9502
H -1.5147 4.3149 2.3008
H 2.7827 -0.9324 3.4116
H 4.3327 0.6939 4.4442
H 4.9705 2.9826 4.9175
H 4.5108 5.4122 4.8380
H 2.4216 6.2236 3.7728
H 0.8453 4.6252 2.7563
Cl -3.9310 -6.2957 4.0982
C -3.2988 -4.8391 3.3569
C -3.9288 -3.6114 3.6088
C -3.4356 -2.4708 3.0413
C -2.2845 -2.4624 2.1800
O -1.8668 -1.3834 1.6861
C -1.6679 -3.7436 1.9493
C -0.5292 -3.9097 1.1015
N 0.0996 -3.0007 0.4511
C 1.0635 -3.3806 -0.4693
C 0.9636 -4.5083 -1.2642
C 1.9425 -4.8207 -2.2202
C 3.0315 -4.0147 -2.4042
C 3.1732 -2.8465 -1.6237
C 4.2535 -1.9505 -1.7694
C 4.3282 -0.8484 -0.9661
C 3.3027 -0.6182 -0.0295
N 2.2669 -1.4052 0.1076
C 2.1923 -2.5204 -0.6547
C -2.1968 -4.8994 2.5506
H -4.8022 -3.5829 4.2481
H -3.9099 -1.5144 3.2280
H -0.1682 -4.9452 1.0310
H 0.0816 -5.1306 -1.1873
H 1.8204 -5.7093 -2.8280
H 3.7815 -4.2484 -3.1511
H 5.0053 -2.1446 -2.5263
H 5.1432 -0.1422 -1.0543
H 3.3297 0.2596 0.6053
H -1.7230 -5.8563 2.3609
O -3.3267 -0.8111 -5.5916
C -2.9060 -0.6941 -4.4619
C -2.6290 -1.8276 -3.5012
O -2.8422 -3.0503 -3.7004
C -2.0511 -1.2032 -2.3391
C -1.9448 0.2631 -2.5298
O -1.3844 1.0131 -1.6679
C -2.5117 0.6240 -3.8031
O -2.6601 1.7592 -4.2966
O -1.6404 -1.7736 -1.2825
Cl 2.0938 2.9887 -5.9560
C 1.8579 2.4587 -4.3075
C 2.0876 3.3447 -3.2893
C 1.9013 2.9398 -1.9705
I 2.2355 4.2847 -0.3948
C 1.4749 1.6608 -1.5902
O 1.2824 1.3110 -0.3755
C 1.2798 0.7336 -2.6918
N 0.9047 -0.5230 -2.3535
C 0.6575 -1.3897 -3.3102
C 0.7485 -1.0740 -4.6730
C 1.1342 0.1849 -5.0393
C 1.4363 1.1391 -4.0434
H 2.4030 4.3542 -3.5120
H 0.3539 -2.3844 -3.0010
H 0.4810 -1.8152 -5.4142
H 1.1962 0.4710 -6.0801
*
```

Atom charges from the Löwdin analysis, given in e for atoms 1 to 6: Pm 1.857; C -0.057; O -0.171; C -0.211; C -0.019; C -0.103